{"formula": "C16H38BF13N4O6P", "method": "ωB97M-V with the def2-TZVPD basis set", "symbols": ["C", "C", "O", "N", "H", "H", "C", "H", "H", "H", "H", "H", "H", "C", "C", "O", "N", "H", "H", "C", "H", "H", "H", "H", "H", "H", "C", "C", "O", "N", "H", "H", "C", "H", "H", "H", "H", "H", "H", "C", "C", "O", "N", "H", "H", "C", "H", "H", "H", "H", "H", "H", "C", "O", "O", "C", "F", "F", "F", "C", "C", "H", "H", "H", "H", "H", "H", "P", "F", "F", "F", "F", "F", "F", "B", "F", "F", "F", "F"], "positions_angstrom": [[-1.78, 2.38, 6.67], [-1.85, 2.20, 5.18], [-2.66, 1.49, 4.58], [-0.89, 3.01, 4.30], [-1.28, 3.90, 4.04], [-0.11, 3.22, 4.91], [-0.51, 2.21, 3.07], [-2.26, 1.55, 7.19], [-2.29, 3.32, 6.88], [-0.78, 2.56, 7.05], [0.17, 1.46, 3.49], [0.16, 2.86, 2.50], [-1.32, 1.82, 2.45], [-0.13, 5.54, -1.41], [-0.28, 4.17, -0.78], [-0.63, 4.06, 0.40], [-0.24, 2.92, -1.63], [0.43, 3.21, -2.34], [0.28, 2.27, -1.07], [-1.62, 2.43, -2.07], [0.42, 6.18, -0.72], [-1.11, 5.97, -1.59], [0.44, 5.44, -2.34], [-2.08, 3.22, -2.66], [-2.19, 2.19, -1.17], [-1.52, 1.51, -2.64], [2.22, -1.42, -2.44], [2.26, -2.95, -2.29], [3.23, -3.57, -2.65], [1.00, -3.60, -1.67], [0.52, -2.91, -1.12], [0.34, -3.85, -2.39], [1.54, -4.84, -0.89], [2.35, -0.84, -1.53], [1.37, -1.03, -2.98], [3.08, -1.23, -3.07], [1.57, -5.81, -1.37], [0.74, -5.18, -0.23], [2.35, -4.71, -0.16], [-2.60, -4.81, 0.63], [-2.91, -4.48, -0.85], [-2.13, -4.35, -1.73], [-4.46, -4.27, -1.11], [-4.86, -3.91, -0.26], [-4.57, -3.64, -1.89], [-5.09, -5.63, -1.55], [-1.70, -4.27, 0.93], [-2.28, -5.84, 0.77], [-3.43, -4.66, 1.32], [-4.98, -5.78, -2.63], [-6.13, -5.86, -1.31], [-4.67, -6.40, -0.91], [3.01, 2.77, -3.42], [2.99, 2.54, -1.98], [1.70, 3.18, -3.79], [4.33, 3.30, -3.98], [5.42, 2.82, -3.38], [4.57, 3.10, -5.27], [4.35, 4.62, -3.83], [3.35, 3.55, -1.06], [3.00, 3.21, 0.36], [3.59, 2.36, 0.69], [2.93, 4.03, 1.08], [1.99, 2.80, 0.39], [3.09, 4.59, -1.27], [4.44, 3.45, -1.04], [3.02, 1.71, -3.65], [-0.80, -0.60, 0.37], [-0.40, -0.55, 1.98], [-1.90, -1.77, 0.56], [-1.78, 0.60, 0.76], [-1.26, -0.50, -1.13], [0.37, 0.52, 0.11], [0.34, -1.71, -0.08], [0.89, -3.85, 3.35], [-0.48, -4.01, 3.27], [1.25, -3.29, 4.57], [1.49, -5.03, 3.19], [1.37, -3.07, 2.28]], "lowdin_charge": [0.035, -0.330, 0.157, 0.099, 0.181, 0.167, 0.010, 0.116, 0.111, 0.098, 0.117, 0.081, 0.083, 0.045, -0.343, 0.110, 0.110, 0.093, 0.120, 0.060, 0.109, 0.113, 0.085, 0.110, 0.096, 0.097, 0.015, -0.331, 0.173, 0.137, 0.082, 0.156, 0.035, 0.090, 0.087, 0.089, 0.106, 0.084, 0.122, 0.044, -0.340, 0.163, 0.119, 0.162, 0.165, 0.043, 0.082, 0.111, 0.098, 0.110, 0.105, 0.102, -0.232, -0.097, 0.127, -0.577, 0.192, 0.187, 0.175, -0.267, -0.054, 0.099, 0.095, 0.038, 0.129, 0.125, 0.183, 0.206, -0.141, -0.129, -0.157, -0.137, -0.175, -0.169, -1.395, 0.107, 0.110, 0.158, 0.058], "e_lumo_ev": [-5.50, -8.13], "total_charge": 2, "homo_lumo_gap_ha": [0.2894, 0.1929], "total_energy_ev": -80737.004, "s_squared": 0.754, "multiplicity": 2}

{"formula": "C21H25HgIN5O6", "method": "ωB97M-V with the def2-TZVPD basis set", "symbols": ["Hg", "C", "O", "C", "C", "O", "C", "C", "O", "C", "H", "H", "H", "H", "H", "H", "H", "H", "H", "H", "H", "H", "H", "H", "O", "C", "N", "C", "O", "C", "C", "C", "C", "C", "N", "C", "C", "C", "C", "C", "N", "H", "H", "H", "H", "H", "H", "H", "H", "I", "C", "C", "N", "N", "C", "H", "H", "H", "O"], "positions_angstrom": [[1.36, -1.44, -4.10], [0.21, 0.22, 1.89], [1.71, -1.23, 3.40], [1.63, -0.13, 4.06], [2.14, -2.13, -1.11], [2.89, -1.50, -0.52], [1.76, 0.75, 4.91], [-6.80, -1.07, 3.85], [-6.64, -0.96, 5.00], [-4.71, -4.30, 3.91], [-0.76, 0.14, 1.38], [0.95, -0.55, 1.51], [0.33, 0.81, 2.86], [-5.92, -4.67, 3.32], [-1.78, -2.74, 7.59], [1.54, -2.85, -0.56], [2.34, -2.14, -2.25], [2.61, 1.13, 5.35], [-0.85, 1.29, -4.30], [3.08, 2.00, 1.56], [-4.40, -3.31, 3.37], [-3.83, -5.01, 3.78], [-5.46, -3.79, 5.15], [0.39, 0.55, -3.85], [-1.48, 2.69, -1.04], [-0.54, 1.88, -1.46], [-0.67, 0.74, -1.45], [-1.65, 0.09, -1.05], [-1.91, -1.11, -0.77], [-2.93, 0.85, -0.62], [-3.49, 0.66, 0.60], [-4.76, 0.81, 1.29], [-5.69, 0.92, 0.16], [-5.24, 1.16, -1.00], [-4.01, 1.34, -1.39], [0.69, 2.50, -1.73], [0.72, 2.86, -3.11], [1.87, 2.82, -3.75], [3.09, 2.71, -2.92], [3.05, 2.68, -1.57], [2.03, 2.34, -0.98], [-2.81, 0.04, 1.30], [-5.07, -0.10, 1.95], [-6.79, 0.80, 0.18], [-5.97, 1.49, -1.81], [-0.19, 2.85, -3.78], [1.99, 2.61, -4.64], [3.83, 2.64, -3.61], [3.96, 2.63, -0.93], [6.79, -3.61, -0.14], [6.30, -1.58, -0.74], [5.37, -1.36, -1.80], [4.85, -0.17, -2.02], [5.35, 0.47, -0.82], [6.27, -0.30, -0.13], [4.96, -2.18, -2.53], [4.41, 0.28, -2.91], [6.47, 0.13, 0.97], [-0.63, 0.38, -3.96]], "lowdin_charge": [0.612, 0.251, -0.185, -0.566, -0.238, 0.000, -0.087, 0.020, -0.015, -0.164, -0.023, 0.020, -0.008, 0.078, 0.002, 0.088, -0.116, -0.066, 0.035, -0.118, -0.019, -0.011, 0.126, -0.083, -0.015, -0.618, 0.171, -0.431, 0.012, -0.151, -0.083, -0.019, -0.178, -0.298, 0.128, -0.020, -0.080, -0.078, -0.063, -0.316, 0.154, 0.108, 0.090, 0.093, 0.111, 0.128, 0.013, 0.045, 0.075, 0.669, -0.686, -0.332, 0.031, 0.018, -0.197, 0.129, 0.179, 0.154, -0.279], "e_lumo_ev": [3.38, 3.38], "total_charge": -2, "homo_lumo_gap_ha": [0.1404, 0.1405], "relative_energy_kcal_mol": 238.9, "total_energy_ev": -54163.649, "s_squared": 0.750, "multiplicity": 2}